{
  "formula": "C5H8O",
  "method": "ωB97M-V/def2-TZVPD",
  "elements": ["C", "H", "H", "H", "H", "C", "H", "C", "C", "C", "H", "H", "O", "H"],
  "xyz": [[0.003936, 0.043706, -1.361874], [-2.034159, 0.379040, -0.587078], [-0.127401, -0.336678, -2.365904], [0.120915, 1.141711, -1.430397], [1.515537, -1.008323, 1.600321], [-0.614269, -0.063738, 0.982775], [1.931945, -0.158530, -0.768004], [0.827881, -0.271255, 1.238516], [0.450657, 0.968566, 1.200812], [-1.159335, -0.270113, -0.417627], [-1.499055, -1.300198, -0.579460], [-1.262402, -0.339195, 1.815820], [1.160360, -0.723578, -0.904214], [0.685389, 1.938586, 1.576320]],
  "atomic_forces_ev_per_a": [[0.1, -0.4, -0.2], [0.4, -0.1, -0.2], [-0.5, 0.2, -0.3], [0.5, -0.6, 0.2], [0.2, -0.1, -0.2], [-0.3, -0.1, 0.1], [-0.4, 0.0, -0.2], [-0.2, 0.4, 1.1], [0.1, -0.2, 1.0], [0.2, -0.1, 0.0], [0.1, 0.1, 0.2], [-0.3, 0.1, -0.2], [0.0, 0.3, -1.1], [0.0, 0.4, -0.2]],
  "charge": 0,
  "smiles": "OCCC1C=C1",
  "e_tot_ha": -270.42157,
  "e_homo_ha": -0.3113,
  "relative_energy_kcal_mol": 85.5
}